1.
This record from OMol25 describes a molecular structure, C21H30N4O3 in a non-equilibrium geometry. The level of theory is the ωB97M-V functional and the def2-TZVPD basis.

Calculated values
* E_LUMO: -0.58 eV
* relative energy (zero: lowest compared OMol25 entry of this formula, charge and spin): 2174.03 kJ/mol
* Kohn-Sham gap: 7.02 eV

Last column: natural (NBO) charge in e.
Atoms and positions in Å:
C -2.6783 3.8144 -2.0081  -0.57
C -2.7593 2.5557 -1.2410  -0.42
C -4.1105 2.0029 -1.5216  -0.41
C -4.3735 0.4619 -0.9438  -0.19
N -4.4146 0.1371 0.3725  -0.39
C -5.3926 1.0975 1.3128  -0.22
C -6.8934 0.8197 1.0653  -0.38
C -7.2440 -0.4770 1.0356  -0.40
C -8.7162 -0.7322 0.6406  -0.59
H -9.3061 -0.1571 1.2755  0.20
H -8.9989 -1.5918 0.9484  0.20
H -8.8952 -0.4662 -0.4292  0.21
H -6.5281 -1.3422 0.4991  0.24
H -7.0898 -0.6293 2.2592  0.18
H -6.9880 1.1781 -0.2770  0.12
H -7.4883 1.5884 1.6271  0.24
H -5.1749 0.7916 2.3757  0.19
H -5.1309 2.1986 1.2090  0.20
C -3.0280 0.3020 1.0801  -0.30
C -2.3936 -0.9000 0.6851  0.41
C -2.7564 -2.2609 0.2732  -0.35
C -1.7031 -2.7840 -0.0542  -0.14
C -0.6267 -1.7929 -0.2605  0.06
C 0.6869 -1.9468 -0.6310  0.55
O 1.2590 -2.8471 -1.4836  -0.69
N 1.5099 -0.7924 -0.8112  -0.40
H 1.1782 -0.2115 -0.2212  0.36
N 2.8264 -0.6803 -1.1512  -0.46
C 3.5523 -0.1744 -0.1597  0.77
O 3.2214 0.6286 0.5901  -0.57
N 4.9590 -0.2969 -0.5632  -0.60
C 6.0467 0.1573 -0.0622  0.10
C 7.3592 -0.2137 -0.3493  -0.21
C 8.4583 0.1580 0.1465  -0.23
C 8.3681 1.1985 1.1486  -0.23
C 7.2010 1.9012 1.6132  -0.17
C 6.0258 1.1724 0.8727  -0.22
H 5.0328 1.5249 1.6481  0.22
H 7.0708 2.5059 2.3529  0.19
H 9.1862 1.8135 1.6607  0.20
H 9.5237 -0.1380 -0.0161  0.23
H 7.2545 -0.9457 -0.8931  0.18
H 5.0502 -1.1373 -1.1966  0.38
H 2.9768 -1.9151 -1.4288  0.43
O -1.2072 -0.6678 0.0853  -0.37
H -1.3218 -3.9660 -0.5196  0.26
H -3.5718 -2.8112 0.6371  0.25
H -2.3780 0.9535 1.1031  0.20
H -3.2695 0.0899 2.1064  0.22
H -3.7600 -0.0704 -1.2624  0.16
H -5.3466 0.1368 -1.3429  0.19
H -5.0388 2.6032 -1.1691  0.21
H -4.2238 1.8860 -2.6744  0.20
H -2.7590 2.7635 -0.0874  0.18
H -1.9993 1.7840 -1.3481  0.21
H -2.7275 3.6595 -2.9409  0.19
H -1.7913 4.2182 -1.9564  0.21
H -3.5938 4.5453 -1.8292  0.19

***

2.
This record from OMol25 describes 4 unconnected molecules or ions with the total composition C24H40NO3P. The level of theory is the ωB97M-V functional and the def2-TZVPD basis.

Calculated values
* E_LUMO: 0.70 eV
* SMILES: C#CP(CCC(C)C)c1cccnc1.C1CCOC1.C1CCOC1.C1CCOC1
* relative energy (zero: lowest compared OMol25 entry of this formula, charge and spin): 0.00 kJ/mol
* Kohn-Sham gap: 9.26 eV

Last column: natural (NBO) charge in e.
Atoms and positions in Å:
C 0.6562 3.4391 0.4827  -0.21
C 1.3004 2.6767 -0.1896  -0.37
P 2.1926 1.5774 -1.2515  0.82
C 2.5424 2.5419 -2.7867  -0.70
C 3.6838 3.5586 -2.6962  -0.40
C 3.4091 4.9347 -2.0507  -0.22
C 3.8536 5.0203 -0.5763  -0.61
C 1.9776 5.4462 -2.2285  -0.61
C 0.7556 0.5623 -1.7589  -0.36
C 0.0108 -0.0785 -0.7715  -0.15
C -1.0786 -0.8459 -1.1363  -0.26
C -1.3895 -0.9468 -2.4854  0.03
N -0.6903 -0.3630 -3.4525  -0.41
C 0.3558 0.3769 -3.0781  0.03
H -0.0185 4.0416 1.0459  0.24
H 2.8639 1.7645 -3.4861  0.23
H 1.6239 2.9679 -3.1960  0.23
H 4.5333 3.0788 -2.2040  0.21
H 4.0050 3.7441 -3.7253  0.21
H 4.0457 5.6390 -2.5927  0.20
H 3.0261 4.8504 0.1112  0.21
H 4.2241 6.0292 -0.3801  0.21
H 4.6657 4.3273 -0.3552  0.20
H 1.8223 6.2987 -1.5617  0.21
H 1.8061 5.8153 -3.2413  0.21
H 1.2168 4.7126 -1.9743  0.21
H 0.2858 0.0317 0.2718  0.22
H -1.6859 -1.3355 -0.3854  0.23
H -2.2516 -1.5317 -2.7885  0.19
H 0.9110 0.8521 -3.8771  0.19
C -1.3917 -2.1306 4.3107  -0.43
C -0.5905 -3.0689 3.4133  -0.43
C -1.6833 -3.6765 2.5473  -0.07
O -2.6971 -2.6729 2.4146  -0.54
C -2.4526 -1.6170 3.3469  -0.07
H -0.7989 -1.3301 4.7511  0.22
H -1.8589 -2.6952 5.1203  0.20
H 0.1054 -2.4934 2.7968  0.20
H -0.0228 -3.8216 3.9582  0.23
H -2.1246 -4.5571 3.0243  0.17
H -1.3293 -3.9593 1.5545  0.18
H -2.0968 -0.7377 2.7970  0.16
H -3.3887 -1.3569 3.8421  0.18
C 0.7762 -8.3253 2.2180  -0.43
C 2.0537 -7.5024 2.3711  -0.43
C 1.5303 -6.2592 3.0761  -0.07
O 0.4267 -6.6812 3.8788  -0.54
C 0.0509 -8.0133 3.5206  -0.07
H 0.9544 -9.3907 2.0808  0.22
H 0.1960 -7.9632 1.3664  0.20
H 2.7664 -8.0282 3.0102  0.20
H 2.5457 -7.2752 1.4267  0.22
H 1.1728 -5.5168 2.3531  0.16
H 2.2761 -5.7862 3.7163  0.19
H 0.3613 -8.6942 4.3202  0.17
H -1.0345 -8.0616 3.4277  0.18
C -3.4642 3.1602 -1.6230  -0.43
C -4.2799 4.1474 -2.4545  -0.43
C -3.3564 5.3586 -2.4854  -0.06
O -2.0230 4.8483 -2.4362  -0.54
C -2.0496 3.4586 -2.0976  -0.07
H -3.7459 2.1190 -1.7739  0.22
H -3.5647 3.3910 -0.5595  0.20
H -4.4255 3.7567 -3.4639  0.20
H -5.2579 4.3749 -2.0325  0.22
H -3.5204 6.0039 -1.6151  0.16
H -3.4719 5.9609 -3.3873  0.18
H -1.8024 2.8718 -2.9901  0.17
H -1.2920 3.2625 -1.3393  0.19

***

3.
This record from OMol25 describes a single C6H14N2O molecule. The level of theory is the ωB97M-V functional and the def2-TZVPD basis.

Calculated values
* E_LUMO: 0.69 eV
* relative energy (zero: lowest compared OMol25 entry of this formula, charge and spin): 396.68 kJ/mol
* Kohn-Sham gap: 8.19 eV

Last column: natural (NBO) charge in e.
Atoms and positions in Å:
C -0.6632 -2.2337 0.1610  -0.42
C -1.0217 -0.3886 -1.3690  -0.43
N -0.4959 -0.8019 -0.0689  -0.44
C -1.0596 0.0852 1.1030  0.44
O -2.1065 0.7148 0.9098  -0.70
H -0.9011 -0.5051 2.0245  0.11
H -0.1868 -2.5169 1.1004  0.20
H -0.1889 -2.7983 -0.6449  0.20
H -1.7237 -2.5149 0.2056  0.20
H -0.3977 -0.8041 -2.1630  0.19
H -2.0533 -0.7252 -1.5106  0.21
H -1.0218 0.6962 -1.4329  0.22
C 1.9103 0.4397 -0.8201  -0.67
N 0.1279 2.4931 0.6265  -0.84
C 0.4507 1.2121 1.1811  -0.23
C 1.2078 0.2455 0.4806  0.11
H 0.4287 2.6036 -0.3327  0.35
H -0.8858 2.6086 0.6474  0.39
H 0.6316 1.2484 2.2532  0.21
H 1.6092 -0.5538 1.0945  0.21
H 2.1042 -0.5107 -1.3184  0.23
H 1.3609 1.0847 -1.5052  0.22
H 2.8748 0.9211 -0.6218  0.24

***

4.
This record from OMol25 describes a molecular structure, C16H32AsO9S4SiTc in a non-equilibrium geometry. The level of theory is the ωB97M-V functional and the def2-TZVPD basis.

Calculated values
* total charge: +2
* E_LUMO: -9.16 eV
* Kohn-Sham gap: 6.17 eV

Last column: natural (NBO) charge in e.
Atoms and positions in Å:
Tc -0.4073 0.0374 0.1449  1.13
O 3.2879 -1.9796 0.6731  -0.58
C 2.1622 -1.3709 0.7956  0.84
O 1.4974 -0.9220 -0.1390  -0.58
C 1.6893 -1.1715 2.2131  -0.18
O 0.3238 -0.7828 2.2123  -0.51
C -0.6400 -1.7979 2.5490  -0.22
C -1.2326 -2.4606 1.2875  0.74
O -1.9526 -3.4008 1.3758  -0.47
O -0.9081 -1.8384 0.1517  -0.63
H 3.6033 -2.0776 -0.2413  0.54
H 2.2732 -0.3549 2.6469  0.27
H 1.8628 -2.0725 2.8012  0.26
H -1.4587 -1.2990 3.0700  0.26
H -0.2146 -2.5676 3.1893  0.25
S 2.0271 2.5569 -3.6828  -0.02
As 0.5866 2.0375 -2.1412  0.89
S 1.0407 1.9587 -0.0015  -0.20
S -0.7193 0.2428 -2.1551  0.00
S 0.2992 3.8464 -3.2999  -0.01
C -2.8596 3.5209 -1.1502  -0.66
C -4.1188 3.4677 -0.2877  0.29
C -5.3304 3.0981 -1.1268  -0.63
C -4.3330 4.7766 0.4593  -0.63
O -3.9647 2.4092 0.6943  -0.94
Si -2.8016 1.9196 1.6583  2.50
O -1.7035 0.9979 0.6460  -0.61
O -3.1860 0.7882 2.7112  -0.97
C -4.4248 0.0903 3.0746  0.29
C -5.4301 1.1281 3.5618  -0.64
C -4.9434 -0.6513 1.8499  -0.64
C -4.0475 -0.8739 4.1870  -0.63
O -1.7721 3.0455 2.1258  -0.95
C -1.1714 3.5101 3.3624  0.29
C -0.1477 2.4707 3.8061  -0.63
C -0.4924 4.8316 3.0356  -0.62
C -2.2636 3.6952 4.4072  -0.64
H -2.9887 4.2465 -1.9530  0.24
H -2.6952 2.5315 -1.5907  0.20
H -1.9962 3.8099 -0.5412  0.21
H -5.5109 3.8700 -1.8744  0.23
H -6.2166 3.0117 -0.4992  0.23
H -5.1698 2.1469 -1.6364  0.22
H -4.5127 5.5872 -0.2463  0.24
H -3.4563 5.0196 1.0620  0.21
H -5.2002 4.6918 1.1140  0.23
H -5.6402 1.8465 2.7673  0.22
H -5.0352 1.6599 4.4286  0.22
H -6.3612 0.6417 3.8473  0.24
H -5.1392 0.0547 1.0409  0.22
H -5.8719 -1.1648 2.0941  0.25
H -4.2190 -1.3965 1.5128  0.21
H -3.4927 -0.3562 4.9708  0.22
H -3.4508 -1.7072 3.8097  0.20
H -4.9529 -1.2867 4.6305  0.24
H 0.6269 2.3618 3.0414  0.19
H -0.6371 1.5067 3.9671  0.21
H 0.3224 2.7868 4.7364  0.24
H 0.2630 4.6958 2.2599  0.21
H -0.0083 5.2243 3.9292  0.23
H -1.2244 5.5617 2.6904  0.23
H -2.6859 2.7306 4.6946  0.22
H -3.0583 4.3241 4.0028  0.23
H -1.8574 4.1786 5.2945  0.24